[1]
{
  "formula": "C27H36LaNO2P2",
  "method": "the ωB97M-V functional and the def2-TZVPD basis",
  "total_energy_ha": -1969.76413,
  "homo_lumo_gap_ev": 6.27,
  "de_lowest_ev": 1.733,
  "charge": 0,
  "homo_ev": -6.2,
  "elements": ["C", "C", "N", "C", "C", "C", "C", "P", "La", "P", "C", "C", "C", "C", "C", "C", "C", "O", "O", "H", "H", "H", "C", "C", "H", "H", "H", "H", "C", "C", "H", "H", "H", "H", "H", "H", "H", "H", "H", "H", "H", "H", "H", "H", "H", "H", "H", "H", "H", "H", "H", "H", "C", "C", "C", "C", "C", "C", "C", "C", "C", "C", "H", "H", "H", "H", "H", "H", "H"],
  "xyz": [[2.67552, -3.74141, -0.28331], [1.94000, -2.59596, -0.65625], [1.12936, -1.99015, 0.31192], [1.10107, -2.46546, 1.58488], [1.85496, -3.55976, 1.96851], [2.64080, -4.20937, 1.01380], [2.04161, -2.05680, -1.96343], [1.06557, -0.75751, -2.69606], [0.17642, 0.15610, -0.16966], [-1.32718, -0.96798, 1.95450], [0.24065, -1.73258, 2.61126], [-2.99147, 1.41948, -1.42963], [-2.65716, 2.64997, -1.95529], [-3.62360, 3.67568, -1.98583], [-4.91322, 3.42480, -1.50180], [-5.24882, 2.14709, -1.02649], [-4.26641, 1.12307, -1.00337], [-0.10221, -4.90891, -4.11484], [-2.37082, -4.73320, -0.00958], [3.28005, -4.21257, -1.05633], [1.80693, -3.87514, 3.01064], [3.22634, -5.07613, 1.30306], [2.30435, 0.33717, -3.49879], [0.24347, -1.50320, -4.14251], [-0.09720, -2.44576, 3.37899], [0.84348, -0.96347, 3.13608], [-0.41283, -5.29978, -4.88727], [2.78919, -2.53868, -2.60587], [-1.91883, -0.04282, 3.40951], [-2.41696, -2.41738, 1.94676], [-1.64155, 2.81495, -2.31975], [-3.34406, 4.66403, -2.35933], [-5.65540, 4.22417, -1.50388], [-6.26495, 1.93978, -0.67317], [-4.53696, 0.12518, -0.64972], [-1.27005, 0.10378, -1.30479], [-2.00980, -4.47994, -0.87473], [-3.27001, -4.86657, -0.14672], [0.11353, -5.64908, -3.52648], [-1.94053, 0.38928, -1.41585], [2.31181, 0.12019, -4.57563], [2.02709, 1.38882, -3.34118], [3.29859, 0.15471, -3.07213], [0.82013, -1.25591, -5.04483], [0.16227, -2.59377, -4.03207], [-0.76156, -1.06741, -4.23246], [-2.15233, -3.08246, 2.78041], [-3.45154, -2.07140, 2.07848], [-2.34154, -3.00747, 1.01740], [-1.90051, -0.66770, 4.31454], [-1.30757, 0.85632, 3.57207], [-2.95062, 0.27379, 3.20404], [2.98891, 3.81916, 4.15521], [2.21965, 2.63475, 4.23995], [1.63729, 2.09431, 3.10034], [1.80804, 2.71743, 1.82674], [1.26725, 2.22323, 0.61502], [1.43233, 2.85876, -0.59977], [2.20576, 4.06295, -0.65991], [2.75937, 4.57480, 0.49499], [2.58786, 3.93421, 1.75264], [3.16156, 4.45400, 2.93276], [3.44297, 4.23548, 5.05268], [2.08614, 2.15040, 5.21067], [1.03228, 1.17995, 3.16775], [0.98461, 2.47592, -1.53126], [2.34829, 4.56412, -1.61999], [3.34520, 5.49505, 0.47078], [3.74495, 5.37287, 2.85359]],
  "atomic_forces_ev_per_a": [[0.542, -0.915, 0.876], [-0.678, 1.465, -0.980], [0.309, -1.055, 0.507], [0.466, -0.559, -0.237], [-0.881, 0.678, 0.850], [0.323, 0.149, -1.180], [0.156, -0.414, 0.715], [0.924, -1.029, -0.156], [2.293, 1.749, 1.224], [-0.445, -0.830, 1.058], [0.153, -0.009, 0.152], [0.724, -1.330, -0.046], [-0.993, 0.703, 0.271], [0.467, -0.248, 0.029], [0.162, -0.317, -0.007], [0.347, -0.402, -0.027], [-1.283, 1.471, 0.067], [0.876, 0.635, 2.413], [2.679, 0.293, -0.233], [-0.095, -0.013, 0.284], [0.088, -0.081, -0.329], [-0.040, 0.049, -0.094], [0.076, 0.281, -0.227], [-0.465, 0.063, -0.361], [0.288, 0.174, -0.120], [-0.258, -0.272, -0.318], [-0.871, -1.041, -2.176], [-0.292, 0.068, 0.180], [-0.029, 0.160, 0.194], [-0.273, -0.292, -0.080], [-0.071, 0.201, -0.018], [-0.235, -0.211, 0.070], [0.158, -0.232, -0.001], [0.299, 0.150, -0.136], [0.052, 0.170, 0.019], [2.664, -3.069, -1.708], [-0.114, -0.156, 0.326], [-2.546, -0.428, -0.423], [-0.021, 0.356, -0.209], [-4.830, 3.058, -0.547], [0.203, 0.223, 0.271], [0.214, -0.239, -0.189], [-0.288, 0.097, -0.106], [-0.258, -0.230, 0.156], [0.036, 0.411, 0.023], [0.213, -0.180, -0.144], [-0.157, 0.149, -0.116], [0.210, -0.119, -0.108], [0.008, 0.442, 0.538], [-0.029, 0.164, -0.225], [-0.189, -0.241, -0.032], [0.266, -0.034, 0.106], [0.013, 0.251, -0.677], [-0.268, -0.254, -0.473], [0.288, 0.372, 0.157], [0.865, 1.297, -0.193], [-0.892, -0.714, -0.304], [0.757, 0.683, 1.248], [-0.022, -0.035, 0.070], [-0.175, -0.119, -0.562], [-0.471, -0.798, 0.310], [0.025, -0.144, 0.666], [-0.101, -0.091, -0.183], [0.026, 0.135, -0.331], [0.273, 0.411, -0.041], [0.038, 0.032, 0.126], [0.017, -0.019, 0.312], [-0.131, -0.216, -0.075], [-0.096, -0.206, 0.151]]
}



[2]
{
  "formula": "C27H36N2O5",
  "method": "the ωB97M-V functional and the def2-TZVPD basis",
  "total_energy_ha": -1536.24522,
  "homo_lumo_gap_ev": 9.10,
  "de_lowest_ev": 0.000,
  "charge": 0,
  "smiles": "CCCOc1ccc(N2C(=O)C[C@H](N(CCO[C@]34C[C@H]5C[C@H](C[C@H](C5)C3)C4)C(C)=O)C2=O)cc1",
  "homo_ev": -8.5,
  "elements": ["C", "C", "C", "O", "C", "C", "C", "C", "C", "C", "H", "H", "N", "C", "O", "C", "N", "C", "O", "C", "H", "H", "H", "C", "H", "H", "C", "O", "C", "C", "C", "C", "C", "C", "C", "C", "H", "H", "C", "H", "H", "H", "H", "H", "C", "H", "H", "H", "H", "H", "H", "H", "H", "H", "H", "C", "C", "O", "H", "H", "H", "H", "H", "H", "H", "H", "H", "H", "H", "H"],
  "xyz": [[6.66210, 2.51570, 1.21667], [5.54043, 2.66148, 0.19740], [5.06078, 1.29512, -0.29660], [4.06130, 1.39393, -1.29098], [2.78220, 1.68661, -0.94340], [2.30196, 1.82583, 0.35531], [0.95936, 2.07766, 0.57986], [0.08293, 2.21300, -0.48536], [0.55774, 2.09796, -1.78819], [1.89006, 1.83008, -2.01003], [2.27215, 1.72390, -3.01257], [-0.11633, 2.20407, -2.62238], [-1.29726, 2.44975, -0.24729], [-2.30047, 1.81157, -0.95140], [-2.14305, 1.04308, -1.86025], [-3.64103, 2.25128, -0.36515], [-4.38649, 1.11456, 0.14317], [-5.61273, 0.86960, -0.40403], [-6.10413, 1.62555, -1.21684], [-6.32832, -0.36849, 0.07972], [-7.24126, -0.47580, -0.49967], [-5.70962, -1.25130, -0.05093], [-6.59156, -0.26917, 1.13079], [-3.73522, 0.24816, 1.09910], [-4.47039, -0.10979, 1.82101], [-2.98964, 0.82986, 1.64675], [-2.97440, -0.93986, 0.47073], [-1.63367, -0.81972, 0.88757], [-0.67211, -1.75274, 0.37834], [-1.06868, -3.21423, 0.61725], [0.07421, -4.12995, 0.17513], [0.34681, -3.92100, -1.31391], [0.74315, -2.46486, -1.55471], [2.00691, -2.14062, -0.76065], [1.73610, -2.35950, 0.72656], [1.33859, -3.81407, 0.97174], [2.14658, -4.48055, 0.66210], [1.15902, -3.97642, 2.03695], [0.60017, -1.44538, 1.17424], [0.39141, -1.58235, 2.23704], [0.86316, -0.39980, 1.01439], [2.63755, -2.12382, 1.30377], [2.82724, -2.78325, -1.08863], [2.29798, -1.10348, -0.93883], [-0.39474, -1.54559, -1.11398], [-1.29010, -1.76422, -1.69885], [-0.13061, -0.50264, -1.29129], [0.93332, -2.30805, -2.62182], [1.15019, -4.58531, -1.63994], [-0.54551, -4.16524, -1.89471], [-0.21724, -5.17196, 0.35157], [-1.96497, -3.46060, 0.04336], [-1.28760, -3.36383, 1.67745], [-3.40075, -1.89066, 0.81906], [-3.05647, -0.89736, -0.62226], [-3.27810, 3.29349, 0.68886], [-1.76422, 3.30950, 0.73520], [-1.07464, 3.96533, 1.46767], [-3.63151, 4.29097, 0.42468], [-3.68112, 3.05934, 1.67454], [-4.26741, 2.66515, -1.16626], [0.59902, 2.17389, 1.59113], [2.95362, 1.72536, 1.20825], [4.71754, 0.67556, 0.54137], [5.88519, 0.77293, -0.79094], [4.70402, 3.20590, 0.63993], [5.88948, 3.23557, -0.66288], [7.51004, 1.99280, 0.78029], [6.99646, 3.49386, 1.55192], [6.32260, 1.95320, 2.08383]],
  "atomic_forces_ev_per_a": [[-0.186, 0.038, -0.149], [-0.092, -0.264, -0.059], [0.288, 0.244, 0.249], [-0.219, 0.017, -0.214], [-0.263, 0.037, -0.073], [0.307, -0.068, -0.067], [-0.206, 0.084, -0.192], [0.357, -0.039, 0.045], [0.005, 0.073, 0.108], [0.205, -0.028, 0.118], [0.042, -0.009, -0.131], [-0.045, -0.007, -0.058], [0.464, -0.094, -0.129], [-0.426, 0.027, 0.035], [-0.014, -0.093, -0.110], [-0.402, 0.095, -0.142], [0.269, 0.311, -0.097], [-0.081, -0.077, 0.138], [-0.304, 0.074, -0.263], [-0.134, 0.110, -0.172], [0.044, 0.017, -0.002], [0.046, -0.146, 0.062], [0.015, -0.055, 0.106], [0.102, -0.477, -0.040], [0.102, 0.074, 0.009], [-0.104, -0.016, 0.049], [-0.055, -0.113, 0.004], [0.131, 0.073, 0.069], [0.190, -0.068, 0.067], [-0.024, 0.196, 0.012], [-0.043, -0.293, 0.011], [0.015, 0.038, 0.018], [0.054, -0.044, -0.241], [-0.038, -0.022, 0.016], [0.211, 0.042, 0.133], [-0.022, 0.049, -0.019], [0.044, -0.057, 0.020], [0.021, -0.038, 0.065], [-0.165, -0.054, -0.129], [-0.042, 0.000, 0.080], [-0.015, -0.010, 0.002], [-0.043, -0.001, -0.026], [0.073, -0.004, -0.036], [0.059, 0.058, -0.023], [-0.047, 0.079, 0.162], [-0.073, 0.031, -0.054], [-0.033, 0.020, 0.011], [-0.018, -0.001, 0.049], [0.017, -0.060, -0.043], [-0.036, -0.042, -0.055], [0.012, 0.077, -0.012], [-0.075, -0.016, 0.003], [-0.052, 0.010, 0.060], [0.015, 0.080, -0.040], [-0.057, 0.000, 0.099], [-0.017, -0.005, 0.003], [-0.434, 0.325, 0.193], [0.075, 0.031, 0.084], [0.053, -0.020, 0.016], [0.065, 0.001, -0.014], [0.300, -0.065, 0.168], [-0.029, -0.006, 0.061], [0.102, -0.004, 0.062], [0.016, -0.006, -0.064], [-0.084, 0.011, 0.125], [-0.006, 0.037, -0.058], [-0.068, 0.016, -0.024], [0.140, -0.055, 0.011], [0.083, 0.035, 0.077], [0.026, -0.053, 0.135]]
}